# C8H10ClNOS

C8H10ClNOS in the gas phase (ωB97M-V/def2-TZVPD, OMol25).

Bonds (Å) are listed after each position.
Geometry (Å):
1 N -3.135 -1.022 0.534  C8 1.306, C9 1.332
2 Cl -5.424 0.139 -0.093  C9 1.805
3 H 2.189 -1.792 0.381  C5 1.113
4 H 1.846 0.791 -1.332  S21 1.381
5 C 1.267 -1.679 -0.233  H3 1.113, C10 1.555, H15 1.173, H17 1.141
6 H 3.618 -0.126 -0.416  C12 1.156
7 C -0.894 -0.138 0.214  C8 1.449, C10 1.494, C14 1.401
8 C -1.841 -1.137 0.665  N1 1.306, C7 1.449, H13 1.096
9 C -3.621 0.062 -0.068  N1 1.332, Cl2 1.805, C16 1.413
10 C 0.576 -0.391 0.297  C5 1.555, C7 1.494, S21 1.666
11 H -3.294 1.991 -0.834  C16 1.042
12 C 3.293 0.570 0.448  H6 1.156, H19 1.055, S21 1.821, H22 1.090
13 H -1.537 -2.162 0.907  C8 1.096
14 C -1.456 1.081 -0.187  C7 1.401, C16 1.378, H18 1.176
15 H 1.460 -1.650 -1.390  C5 1.173
16 C -2.814 1.173 -0.404  C9 1.413, H11 1.042, C14 1.378
17 H 0.475 -2.491 -0.110  C5 1.141
18 H -0.743 1.953 -0.524  C14 1.176
19 H 3.515 0.169 1.398  C12 1.055
20 O 1.116 2.238 0.451  S21 1.456
21 S 1.560 0.923 0.013  H4 1.381, C10 1.666, C12 1.821, O20 1.456
22 H 3.842 1.497 0.282  C12 1.090

Gap between HOMO and LUMO in Ha: 0.280
ΔE to the lowest compared entry with this formula, charge and spin in eV: 2.039
SMILES string: CC(c1ccc(Cl)nc1)=[S@H](C)=O